Entry 1:
Density functional theory data (ωB97M-V/def2-TZVPD) for a cluster of 2 separate species, C22H30Cl2FN3O6 in total.

Values from the calculation:
Kohn-Sham gap, eV: 5.7
E, eV: -67788.4174
Multiplicity: 1
Net charge: 0

Each line ends with the Mulliken charge.
Cartesian coordinates (Å):
C: 3.26088 -0.64380 2.58230  -1.2931
C: 2.17079 -0.08793 1.90275  -0.3725
C: 1.14908 0.80186 0.92416  2.2091
C: 0.27384 1.66227 2.00068  -0.1953
C: 0.89772 3.10247 2.45245  -0.7276
C: 2.35546 3.04203 3.19795  -0.1256
Cl: 2.52459 4.66609 4.14294  -0.2353
C: 1.75637 1.49467 -0.42653  -0.3803
F: 2.17703 2.91294 -0.43333  -0.4172
N: 0.77908 1.26347 -1.59595  0.7738
C: 0.89469 2.19350 -2.78280  -0.7018
N: 2.33128 2.12311 -3.34280  -0.5500
C: -0.04832 0.20389 -1.31718  0.0242
C: -1.17229 -0.20448 -2.43758  -0.8401
N: -2.09244 0.91581 -2.86715  -0.5128
C: 0.36095 -0.44633 0.13589  -0.0195
C: 1.45689 -1.62706 -0.31649  -1.0294
O: 0.97151 -2.40869 -1.50251  -0.3134
C: 2.24629 -2.76998 -2.20706  -0.2184
C: 2.04071 -4.07729 -3.22772  -0.9593
C: -0.72135 -1.34397 0.97505  0.0005
C: -2.14561 -0.61292 1.30571  -0.1301
O: -2.31756 -0.15478 2.57721  -0.5408
C: -3.41890 -0.41421 0.29480  0.4033
C: -3.84758 1.14100 -0.14528  -0.2952
C: -5.15391 1.37636 -1.16286  -0.5951
C: -6.03131 0.05043 -1.67379  -0.2914
C: -5.61236 -1.49011 -1.23334  -0.4029
C: -4.30436 -1.68156 -0.25827  -0.1695
H: 4.27384 -1.06235 3.04399  0.3011
H: -0.80329 1.83971 1.55945  -0.1109
H: 0.12967 1.00172 2.97634  0.4322
H: 0.13829 3.56074 3.25200  0.4653
H: 0.85854 3.87059 1.53927  0.2368
H: 3.24484 3.01634 2.41366  0.2431
H: 2.44560 2.09656 3.90338  0.1544
H: 2.72850 0.96328 -0.87139  0.2899
H: 0.19878 1.93302 -3.68951  0.3977
H: 0.60068 3.30078 -2.45583  0.2981
H: 2.29692 1.91846 -4.36779  0.2546
H: 2.75593 3.05243 -3.13089  0.2460
H: -1.78219 -1.18521 -2.13566  0.2950
H: -0.56577 -0.52460 -3.41488  0.3320
H: -1.99115 1.77066 -2.25731  0.2995
H: -3.10002 0.61053 -2.89179  0.3028
H: 1.53533 -2.44165 0.55297  0.3176
H: 2.49356 -1.18985 -0.63743  0.4738
H: 3.08302 -3.13030 -1.43563  0.3104
H: 2.67500 -1.83374 -2.81086  0.2621
H: 1.38752 -4.84386 -2.63096  0.2644
H: 3.11507 -4.54169 -3.46447  0.3184
H: 1.49993 -3.71715 -4.20135  0.2636
H: -0.23052 -1.75776 1.97478  0.2622
H: -0.96395 -2.30156 0.31008  0.4387
H: -3.23840 2.09832 0.22255  0.3793
H: -5.50348 2.42523 -1.54879  0.2931
H: -6.98054 0.18599 -2.37906  0.2875
H: -6.20281 -2.46202 -1.55931  0.3075
H: -3.97736 -2.76009 0.11653  0.3062
O: 2.18333 -0.43854 5.26494  -0.6243
Cl: 1.81950 -1.77584 5.69129  1.6321
O: 2.98002 -2.43510 6.25781  -0.6830
O: 1.34177 -2.53353 4.55107  -0.6508
O: 0.77266 -1.69627 6.69155  -0.6910

---

Entry 2:
Density functional theory data (ωB97M-V/def2-TZVPD) for a cluster of 2 separate species, C3H4Cl2Si in total.

Values from the calculation:
Kohn-Sham gap, eV: 10.5
E, eV: -36094.8318
Multiplicity: 1
Net charge: 0
Relative energy (zero: lowest compared OMol25 entry of this formula, charge and spin), kcal per mole: 98.9

Each line ends with the Mulliken charge.
Cartesian coordinates (Å):
C: -0.66717 -2.30426 -1.11344  0.4232
C: 0.03606 -1.46625 -0.60490  -0.8240
C: -0.37386 1.31426 0.25041  -0.1554
Si: 0.81570 -0.16933 0.50091  0.2137
Cl: -0.63896 2.10965 -1.24665  -0.1175
Cl: 0.30101 2.71155 1.39722  -0.2094
H: -1.22140 -3.06152 -1.56695  0.3990
H: -1.39625 0.90093 0.59129  0.3109
H: 2.47819 0.55600 -0.15425  -0.0111
H: 0.66669 -0.59104 1.94636  -0.0295

---

Entry 3:
Density functional theory data (ωB97M-V/def2-TZVPD) for a structure of composition C29H27ClF3N4O6Sc.

Values from the calculation:
Kohn-Sham gap, eV: 5.8
E, eV: -90129.9860
Multiplicity: 1
Net charge: -2
Relative energy (zero: lowest compared OMol25 entry of this formula, charge and spin), kcal per mole: 20.6

Each line ends with the Mulliken charge.
Cartesian coordinates (Å):
Sc: 0.11648 0.92349 0.17220  0.0755
O: 6.71491 -2.98684 1.32417  -0.7463
C: 5.61022 -3.30755 1.80357  0.5275
O: 5.29473 -4.26708 2.53315  -0.7461
C: 4.43983 -2.36300 1.42795  -0.9743
C: 3.15506 -2.58580 1.88724  -1.3154
C: 2.12547 -1.73742 1.49913  1.6192
N: 2.30816 -0.68779 0.69153  0.8990
C: 3.55626 -0.44403 0.28927  1.0059
C: 4.63333 -1.25834 0.61948  -1.0546
C: 3.75711 0.73173 -0.59130  0.1854
C: 5.01316 1.32387 -0.71460  -1.2244
C: 5.17972 2.35520 -1.61773  -0.4601
C: 4.09513 2.75034 -2.38105  -1.0799
C: 2.87564 2.12877 -2.16439  -0.0991
N: 2.69267 1.15963 -1.26970  0.3646
C: 0.75036 -1.91973 2.02591  -0.2034
C: 0.37693 -3.06474 2.73128  -1.1587
C: -0.88431 -3.12720 3.28564  -0.6893
C: -1.74027 -2.04779 3.12728  -0.7893
C: -1.30742 -0.97423 2.37423  -0.4898
N: -0.09610 -0.91435 1.81794  1.4357
H: 3.00593 -3.42318 2.55220  0.5678
H: 5.63051 -1.08193 0.24429  0.6131
H: 5.83451 0.98711 -0.10031  0.4501
H: 6.14355 2.83823 -1.72463  0.3905
H: 4.17308 3.53952 -3.11655  0.4123
H: 2.00357 2.42630 -2.72000  0.5013
H: 1.06602 -3.88780 2.84088  0.4240
H: -1.19348 -4.00629 3.83812  0.4061
H: -2.73361 -2.03864 3.55440  0.4575
H: -1.94007 -0.12813 2.16557  -0.1242
O: 1.23503 1.25780 3.81435  -0.6660
Cl: 0.89342 2.21597 2.80835  1.8881
O: 0.92377 3.54178 3.33516  -0.7222
O: 1.78964 2.08890 1.66391  -0.6526
O: -0.44262 1.91320 2.27078  -0.5671
C: -3.13057 3.18991 0.19881  -1.2985
C: -4.12686 2.06550 -0.08367  0.5039
C: -4.48007 1.32978 1.21111  -0.9398
C: -3.74336 1.09742 -1.19256  0.2587
C: -4.60551 1.01934 -2.27558  -0.7810
C: -4.43592 0.10746 -3.30961  -1.3201
C: -3.38288 -0.78992 -3.20439  -0.8596
C: -2.48416 -0.75773 -2.14847  0.6512
C: -1.47188 -1.89039 -2.07253  0.3839
C: -1.76756 -2.80662 -0.87958  -1.3940
C: 0.00777 -1.50086 -2.06938  -1.1129
C: -2.57927 0.25678 -1.13591  0.2735
N: -1.62226 0.38767 -0.19704  1.3622
H: -3.59291 3.93558 0.85605  0.5114
H: -2.80928 3.67305 -0.72308  0.2378
H: -2.24003 2.80988 0.69352  0.0914
H: -5.05183 2.54244 -0.43227  0.4664
H: -3.59209 0.84617 1.60865  -0.1133
H: -5.24129 0.56536 1.03515  0.3577
H: -4.85313 2.03062 1.96478  0.4501
H: -5.45244 1.70113 -2.30433  0.2936
H: -5.11683 0.08005 -4.15220  0.3175
H: -3.25416 -1.55399 -3.96797  0.2935
H: -1.63242 -2.48017 -2.98314  0.5900
H: -1.69623 -2.23271 0.04454  0.0692
H: -1.05222 -3.63431 -0.83069  0.3893
H: -2.77608 -3.22041 -0.94858  0.4149
H: 0.30925 -1.19026 -1.06845  0.0029
H: 0.22865 -0.69639 -2.76993  0.1785
H: 0.62893 -2.36734 -2.31817  0.6103
F: 0.07586 3.05853 -0.42855  -0.3520
C: -0.52560 3.02143 -1.83182  -0.6130
F: 0.41004 3.79561 -2.47955  -0.2111
F: 0.00004 1.67740 -2.10286  -0.1732